Entry 1:
Density functional theory data (ωB97M-V/def2-TZVPD) for one molecule with the formula C5H6O.

Output
Gap between HOMO and LUMO   8.48 eV
E_LUMO   0.6492 eV
Charge   0

Positions of all 12 atoms, in Å:
O: -2.6012 -0.0928 -0.8376
C: -2.1531 -0.2561 0.2710
C: -0.7079 -0.0483 0.6542
C: 0.1805 0.3949 -0.4683
C: 1.5414 0.2583 -0.3866
C: 2.7427 -0.1449 -0.4349
H: -2.8157 -0.5540 1.1131
H: -0.3367 -0.9609 1.1417
H: -0.7053 0.7159 1.4504
H: 1.4045 -0.6191 -1.2060
H: -0.2341 1.0569 -1.2226
H: 3.6849 0.2499 -0.0744

Forces on atoms 1 to 2 (eV/Å):
O 0.21 -0.08 0.48
C -0.12 0.08 -0.31

Entry 2:
Density functional theory data (ωB97M-V/def2-TZVPD) for a 10-piece molecular cluster, C44H56F32N4O8 overall at a distorted geometry.

Output
SMILES string   FC(F)C(F)(F)COC(F)(F)C(F)F.FC(F)C(F)(F)COC(F)(F)C(F)F.FC(F)C(F)(F)COC(F)(F)C(F)F.FC(F)C(F)(F)COC(F)(F)C(F)F.O=C1CCCO1.O=C1CCCO1.CCCC#N.CCCC#N.CCCC#N.CCCC#N
Gap between HOMO and LUMO   10.35 eV
E_LUMO   0.1254 eV
Charge   0

Positions of all 144 atoms, in Å:
C: -4.1873 2.8585 -3.7235
C: -4.5828 1.4453 -4.1108
C: -4.3099 1.1515 -5.5779
F: -2.9812 1.1436 -5.8718
F: -4.7672 -0.0426 -5.9705
F: -3.9924 0.5528 -3.2734
F: -5.9082 1.2881 -3.9288
O: -4.6276 3.1215 -2.3556
C: -3.5739 3.3939 -1.3970
C: -4.1637 3.3521 0.0551
F: -5.1393 4.2975 0.2153
F: -4.7394 2.2565 0.4402
F: -2.6351 2.4926 -1.5609
F: -3.0784 4.5604 -1.7363
H: -4.7047 3.5985 -4.3340
H: -3.1201 3.0626 -3.8099
H: -4.7289 1.8644 -6.2880
H: -3.4222 3.6174 0.8087
C: -2.2351 -5.1297 -0.8637
C: -2.8305 -5.9060 0.3215
C: -3.4875 -4.9863 1.3553
F: -4.0941 -5.5727 2.4038
F: -2.6646 -4.0716 1.8982
F: -3.7985 -6.7196 -0.1851
F: -1.8740 -6.6509 0.8690
O: -3.1159 -4.2718 -1.4963
C: -3.0273 -4.0446 -2.9355
C: -4.2799 -3.2327 -3.3870
F: -4.5683 -2.2752 -2.5221
F: -4.1794 -2.7784 -4.6014
F: -1.9451 -3.3629 -3.1931
F: -2.9566 -5.2582 -3.4354
H: -1.8315 -5.8827 -1.5406
H: -1.3954 -4.4748 -0.6310
H: -4.3112 -4.4431 0.8921
H: -5.1711 -3.8582 -3.3366
C: 1.5913 -4.2730 -2.7936
C: 2.5783 -3.4704 -3.6277
C: 2.3065 -1.9103 -3.5755
F: 3.1645 -1.1916 -4.2457
F: 1.0283 -1.5607 -3.9166
F: 3.8556 -3.6671 -3.3014
F: 2.5558 -4.0049 -4.9026
O: 1.3511 -3.7876 -1.4731
C: 1.6320 -4.7311 -0.4068
C: 1.5267 -4.1367 1.0543
F: 0.3149 -3.7637 1.4847
F: 2.0188 -5.0277 1.9792
F: 0.8751 -5.8208 -0.6378
F: 2.8637 -5.0925 -0.6069
H: 1.9048 -5.3170 -2.7914
H: 0.6226 -4.3330 -3.2898
H: 2.3810 -1.5283 -2.5573
H: 2.2033 -3.2955 1.2052
C: 5.2369 4.6608 1.3399
C: 5.0506 4.4925 2.8721
C: 6.2327 5.2372 3.5909
F: 6.5560 6.3579 2.9447
F: 5.9158 5.6002 4.8794
F: 3.8630 5.0325 3.2070
F: 5.0345 3.1979 3.1773
O: 4.3670 3.7710 0.6214
C: 4.9380 2.9690 -0.3688
C: 3.7376 2.1215 -1.0352
F: 4.1358 1.4355 -2.0953
F: 3.2115 1.2509 -0.1569
F: 5.5339 3.7715 -1.2364
F: 5.8841 2.1869 0.1645
H: 6.2900 4.5067 1.1043
H: 5.1082 5.6881 0.9992
H: 7.0905 4.5706 3.6804
H: 2.9127 2.7775 -1.3129
O: 3.3465 -1.7004 -0.4657
C: 4.3339 -1.9545 0.2256
O: 4.7353 -3.2081 0.3784
C: 5.7881 -3.3508 1.3017
C: 6.2495 -1.9538 1.7295
C: 5.1327 -1.0654 1.1692
H: 6.6558 -3.9072 0.9472
H: 5.4283 -3.9185 2.1597
H: 7.1939 -1.6377 1.2865
H: 6.3642 -1.8759 2.8106
H: 5.4938 -0.1487 0.7030
H: 4.4115 -0.7545 1.9251
O: -2.3218 0.6836 1.3314
C: -1.6247 -0.0470 0.6107
O: -0.3220 -0.1638 0.8447
C: 0.3667 -0.7637 -0.2484
C: -0.7065 -1.1953 -1.1895
C: -2.0625 -0.8607 -0.6218
H: 0.9217 -1.6369 0.0946
H: 1.0164 -0.0168 -0.7046
H: -0.5621 -2.2275 -1.5086
H: -0.4435 -0.6000 -2.0639
H: -2.5218 -1.7871 -0.2770
H: -2.6172 -0.2567 -1.3398
C: -2.9219 2.0697 4.6097
C: -3.8814 3.1304 4.0434
C: -5.2456 2.5818 3.7784
C: -6.1723 3.6276 3.3279
N: -6.8797 4.4477 2.9233
H: -2.7960 1.2949 3.8535
H: -3.3554 1.5199 5.4451
H: -2.0230 2.5811 4.9542
H: -3.4071 3.4713 3.1232
H: -3.9732 4.0177 4.6698
H: -5.6713 2.1436 4.6810
H: -5.1618 1.8586 2.9672
C: -1.8023 -2.7230 4.8507
C: -2.2210 -1.6367 3.8458
C: -3.7229 -1.4558 3.7835
C: -4.4280 -0.9517 4.9773
N: -4.9297 -0.5936 5.9569
H: -2.1915 -3.7001 4.5643
H: -2.1094 -2.4791 5.8677
H: -0.7222 -2.7725 4.9883
H: -1.9794 -1.9276 2.8235
H: -1.6935 -0.6964 4.0056
H: -4.2126 -2.4146 3.6136
H: -4.0132 -0.8264 2.9423
C: 0.0199 4.1314 3.4698
C: 0.3323 3.0168 2.4116
C: 1.3933 1.9977 2.8575
C: 0.9437 1.1697 4.0135
N: 0.5652 0.5428 4.9121
H: -0.1113 3.8120 4.5037
H: -0.8748 4.6856 3.1860
H: 0.8029 4.8897 3.4766
H: 0.6834 3.5111 1.5057
H: -0.5983 2.5228 2.1324
H: 2.3397 2.4596 3.1386
H: 1.7227 1.4921 1.9498
C: 3.6466 3.0671 -5.3765
C: 3.0272 1.7474 -5.8645
C: 1.4990 1.6089 -5.6550
C: 1.1171 1.7113 -4.2640
N: 0.8033 1.8309 -3.1230
H: 3.1190 3.9222 -5.7991
H: 4.7188 3.1129 -5.5673
H: 3.5869 3.1457 -4.2910
H: 3.5456 0.9605 -5.3166
H: 3.3369 1.6383 -6.9039
H: 1.1834 0.6222 -5.9941
H: 1.0106 2.3703 -6.2631

Forces on atoms 1 to 2 (eV/Å):
C -0.09 1.03 1.48
C 0.08 0.24 0.71

Entry 3:
Density functional theory data (ωB97M-V/def2-TZVPD) for C28H24AsLuN2O3S6 as an isolated structure at a distorted geometry.

Output
Gap between HOMO and LUMO   6.85 eV
E_LUMO   -0.1121 eV
Charge   0

Positions of all 65 atoms, in Å:
Lu: 1.1877 0.4526 1.0258
O: 0.8713 5.4951 -1.2241
C: 2.1766 5.2340 -1.0699
C: 3.0749 6.2832 -1.2800
C: 4.4356 6.0803 -1.1911
C: 4.9339 4.8187 -0.8860
C: 4.0583 3.7872 -0.6257
C: 2.6758 3.9698 -0.7115
C: 1.8174 2.8146 -0.3849
O: 2.3713 1.7695 0.1099
N: 0.5277 2.9285 -0.6281
N: -0.2996 1.8762 -0.2543
C: -1.5215 2.1348 -0.5477
S: -1.9535 3.6145 -1.3946
C: -3.7493 3.4208 -1.0877
C: -4.0822 1.9486 -1.1475
S: -2.8415 1.0794 -0.1186
H: 0.3632 4.6754 -1.0492
H: 2.6594 7.2504 -1.5147
H: 5.1158 6.9019 -1.3703
H: 5.9980 4.6443 -0.8472
H: 4.4175 2.8040 -0.3579
H: -4.2831 3.9887 -1.8478
H: -3.9589 3.8352 -0.1003
H: -4.0103 1.5488 -2.1617
H: -5.0629 1.7303 -0.7232
S: 3.1162 -0.9153 2.1343
S: 2.7566 0.1139 3.8772
S: 2.1756 2.0183 3.3408
S: 0.1808 1.9343 2.8953
O: 0.9894 -1.0382 -0.4019
As: -0.0676 -2.1817 0.1111
C: -0.3963 -1.8996 2.0080
C: -1.3847 -1.0038 2.4114
C: -1.4565 -0.6168 3.7447
C: -0.5190 -1.0878 4.6506
C: 0.4651 -1.9810 4.2495
C: 0.5273 -2.4010 2.9276
C: 0.6161 -3.9716 -0.2517
C: 0.3970 -5.0569 0.5871
C: 0.8783 -6.3045 0.2248
C: 1.5575 -6.4741 -0.9707
C: 1.7708 -5.3931 -1.8110
C: 1.3046 -4.1407 -1.4487
C: -1.6577 -1.9889 -1.0097
C: -1.4923 -1.2228 -2.1590
C: -2.5529 -1.0356 -3.0285
C: -3.7765 -1.6207 -2.7443
C: -3.9376 -2.3989 -1.6083
C: -2.8794 -2.5934 -0.7366
H: -2.1265 -0.6560 1.6962
H: -2.2235 0.0761 4.0558
H: -0.5392 -0.7384 5.6711
H: 1.1999 -2.3380 4.9558
H: 1.2783 -3.1214 2.6083
H: -0.1303 -4.9196 1.5235
H: 0.7278 -7.1503 0.8777
H: 1.9346 -7.4484 -1.2442
H: 2.3040 -5.5294 -2.7411
H: 1.4932 -3.2686 -2.0696
H: -0.5233 -0.7678 -2.3492
H: -2.4294 -0.4322 -3.9177
H: -4.6076 -1.4797 -3.4190
H: -4.8964 -2.8490 -1.4016
H: -2.9962 -3.2040 0.1519

Forces on atoms 1 to 2 (eV/Å):
Lu 0.14 0.27 2.26
O -0.10 0.30 -0.05

Entry 4:
Density functional theory data (ωB97M-V/def2-TZVPD) for a 7-piece molecular cluster, C12H36N3O9 overall at a distorted geometry.

Output
Gap between HOMO and LUMO   7.82 eV
E_LUMO   -4.1769 eV
Charge   +1

Positions of all 60 atoms, in Å:
N: 0.8470 -4.1064 3.8770
C: 0.3704 -3.0190 3.2127
N: -0.9515 -3.0805 2.6213
C: -1.0761 -2.3087 1.3351
C: -0.0091 -1.1443 1.1519
O: -0.5517 0.0486 1.7476
C: 1.4317 -1.5732 1.6835
C: 2.6002 -0.5236 1.3559
C: 3.8970 -1.4145 0.9643
O: 4.8718 -1.5423 1.7395
O: 3.8971 -2.0987 -0.2932
N: 1.2654 -1.8541 3.1688
H: 0.2315 -4.6111 4.5417
H: 1.8445 -4.3568 3.7530
H: -1.0702 -4.0840 2.3708
H: -1.0603 -2.9667 0.3904
H: -2.1214 -1.8221 1.3486
H: 0.1020 -0.9624 0.0143
H: 0.0079 0.8393 1.5558
H: 1.7180 -2.5841 1.2059
H: 2.8923 0.1242 2.2645
H: 2.3502 0.1608 0.4706
H: 3.3551 -2.9240 -0.2049
H: 2.1975 -2.0977 3.5529
C: 1.9905 2.5460 -1.5278
O: 1.3868 3.4165 -0.5858
H: 2.7602 1.9604 -1.0222
H: 1.2349 1.8716 -1.9415
H: 2.4496 3.1297 -2.3293
H: 0.7093 3.9238 -1.0576
C: -1.3203 6.3485 -1.6512
O: -0.6519 5.1465 -2.0070
H: -0.9235 6.7053 -0.7008
H: -1.1497 7.1042 -2.4215
H: -2.3904 6.1548 -1.5468
H: -1.0223 4.8531 -2.8510
C: -2.2492 2.9596 1.6856
O: -3.5718 2.4559 1.5809
H: -2.2385 3.9952 1.3458
H: -1.9212 2.9174 2.7276
H: -1.5796 2.3663 1.0577
H: -3.5530 1.5408 1.8870
C: -3.9146 6.2337 -4.3076
O: -3.2411 5.0319 -4.6582
H: -3.5206 6.5921 -3.3575
H: -3.7439 6.9893 -5.0782
H: -4.9850 6.0397 -4.2047
H: -3.6064 4.7348 -5.5007
C: -4.0154 -4.1497 -0.7485
O: -3.1164 -3.0556 -0.6069
H: -3.4781 -4.9920 -1.1845
H: -4.4041 -4.4373 0.2316
H: -4.8392 -3.8671 -1.4074
H: -3.6167 -2.3255 -0.2206
C: 5.5187 -5.4613 -0.5980
O: 4.1913 -5.9622 -0.7060
H: 5.5307 -4.4235 -0.9313
H: 5.8465 -5.5107 0.4433
H: 6.1877 -6.0511 -1.2288
H: 4.2071 -6.8796 -0.4061

Forces on atoms 1 to 2 (eV/Å):
N -0.66 0.53 0.09
C 0.06 1.07 0.11

Entry 5:
Density functional theory data (ωB97M-V/def2-TZVPD) for a 6-piece molecular cluster, C3H16NO6S overall at a distorted geometry.

Output
Gap between HOMO and LUMO (spin up / spin down)   10.44 / 7.02 eV
E_LUMO (spin up / spin down)   0.0929 / -2.9907 eV
<S²>   0.75
Charge   0
2S+1   2

Positions of all 27 atoms, in Å:
C: -0.3159 -0.1383 0.6682
C: -1.4285 0.9087 0.5059
S: -0.7866 2.5161 -0.0618
C: -0.8729 -1.2560 1.4975
N: -1.3998 -2.2788 0.8010
O: -0.9071 -1.2205 2.7221
H: 0.5322 0.3285 1.1264
H: 0.0411 -0.3745 -0.3329
H: -2.0045 1.1000 1.4080
H: -2.1203 0.6800 -0.3125
H: -1.9504 -2.9793 1.2631
H: -1.3575 -2.2493 -0.2063
H: -2.1380 -1.1581 -2.0434
H: -1.1402 -1.9753 -2.7971
O: -1.8347 -2.0767 -2.1021
H: 1.5478 -1.6444 -3.3620
H: 1.4238 -0.1277 -3.1522
O: 1.1052 -0.8673 -3.7200
H: 2.3586 1.1318 -1.4527
H: 1.1937 1.9146 -1.9917
O: 1.9771 1.4115 -2.2994
H: -0.0974 1.9014 3.1387
H: -0.0825 0.3499 3.2516
O: 0.4411 1.1718 3.4455
H: 2.4803 1.3793 2.0786
H: 2.3959 2.0538 0.6860
O: 2.9396 1.4990 1.2418

Forces on atoms 1 to 2 (eV/Å):
C -0.40 0.79 -0.70
C 0.53 0.99 -0.42

Entry 6:
Density functional theory data (ωB97M-V/def2-TZVPD) for one molecule with the formula C5H9NO.

Output
Gap between HOMO and LUMO   8.30 eV
E_LUMO   -0.5305 eV
Charge   0

Positions of all 16 atoms, in Å:
C: 1.7885 1.1007 -0.5282
O: 1.4998 1.9421 0.4065
C: 0.8401 -0.4108 -0.4371
C: 1.1638 -1.5836 -0.5379
H: 0.1008 1.6757 1.0097
H: 1.5025 1.3751 -1.5621
H: 2.8010 0.6732 -0.5096
H: 1.4334 -2.6042 -0.6672
C: -1.7888 -0.9587 0.1197
C: -0.8669 0.2298 0.0247
N: -0.7229 1.0023 1.1266
H: -0.7026 0.4879 2.0004
H: -0.9745 0.8186 -0.8848
H: -2.8113 -0.5992 0.2569
H: -1.5225 -1.5891 0.9684
H: -1.7404 -1.5596 -0.7860

Forces on atoms 1 to 2 (eV/Å):
C 0.12 0.94 0.28
O 0.12 -0.55 -0.50

ΔE to the lowest compared entry with this formula, charge and spin in eV, matching the order above: 5.692, 0.182, 0.198, 3.106, 0.000, 5.485
E in eV, matching the order above: -7323.5929, -155834.4435, -198022.8604, -35914.7150, -27980.8676, -8863.7274